Below is a structure of composition C12H33AsCl6F6O10P in a non-equilibrium geometry, with properties calculated with ωB97M-V/def2-TZVPD.

Structure (XYZ):
```
69
C12H33AsCl6F6O10P, DFT ωB97M-V/def2-TZVPD
As -12.64521 -12.59101 -26.49347
F -12.28896 -10.90693 -26.70056
F -14.27943 -12.13707 -26.20324
F -13.05337 -14.21670 -26.35488
F -10.96696 -12.92493 -26.55825
F -12.46148 -12.54422 -24.80553
F -12.82841 -12.77008 -28.15134
C -14.19297 -14.93575 -23.11570
O -15.48382 -14.35127 -23.08766
P -16.69179 -15.33189 -23.23889
O -16.94220 -16.23915 -22.14909
O -17.80994 -14.25175 -23.48736
C -19.13557 -14.73361 -23.68950
O -16.50703 -16.04120 -24.64219
C -16.07177 -15.26155 -25.82451
H -13.76882 -14.85228 -24.11147
H -14.17739 -15.96938 -22.77068
H -13.58606 -14.34214 -22.43276
H -19.79614 -13.87912 -23.72354
H -19.46484 -15.40802 -22.88612
H -19.21672 -15.31614 -24.62460
H -15.03525 -15.51671 -26.04495
H -16.22042 -14.19951 -25.69943
H -16.65020 -15.61860 -26.68890
C -13.76540 -9.21467 -29.09575
C -12.74006 -8.22812 -28.72348
O -13.30558 -6.95782 -28.56521
O -14.74308 -9.28962 -28.05330
H -13.33586 -10.16734 -29.35119
H -14.29180 -8.78403 -29.95264
H -12.00726 -8.18624 -29.53998
H -12.20076 -8.55346 -27.81973
H -13.98988 -7.03033 -27.87858
H -14.53019 -10.02557 -27.45672
C -12.59161 -8.27324 -24.79597
C -12.28512 -6.81346 -24.94882
O -13.37791 -6.02361 -25.51170
O -11.65360 -8.89982 -23.84556
H -12.57550 -8.81329 -25.75504
H -13.60428 -8.37584 -24.39250
H -11.39411 -6.60732 -25.53382
H -12.10316 -6.47490 -23.91005
H -14.15887 -6.12749 -24.96220
H -10.80332 -9.03753 -24.28826
C -14.84306 -12.59279 -32.96532
C -14.83027 -12.21735 -31.50038
O -13.46156 -12.06361 -31.12386
O -16.13855 -12.94998 -33.43227
H -14.07520 -13.35303 -33.17066
H -14.50855 -11.72706 -33.55780
H -15.23368 -13.07189 -30.91859
H -15.44315 -11.32993 -31.31776
H -13.42404 -12.01649 -30.16002
H -16.44972 -13.68782 -32.88461
C -10.39438 -14.95882 -23.27633
Cl -10.82116 -16.62120 -23.67446
Cl -9.00952 -14.87290 -22.17172
H -10.17403 -14.44303 -24.19980
H -11.22411 -14.44543 -22.81623
C -10.36446 -16.04591 -27.43365
Cl -8.93378 -16.93745 -26.92339
Cl -10.29572 -15.61221 -29.13483
H -11.21603 -16.68596 -27.27204
H -10.47962 -15.13932 -26.86659
C -9.24202 -10.72516 -27.99452
Cl -8.96440 -10.06678 -29.63191
Cl -7.90168 -10.42617 -26.88961
H -10.14982 -10.24419 -27.65124
H -9.43435 -11.78380 -28.03871
```

Results
- DFT total energy: -195029.0853 eV
- Lowest unoccupied orbital energy: 2.31 eV
- Net charge: -1
- Spin multiplicity: 1